ORCA calculation (ωB97M-V with the def2-TZVPD basis set) on a structure of composition C24H32N5O3Pd at a distorted geometry.

Energy: -1561.0079 Eh
Energy relative to the best compared isomer or geometry (same formula, charge and spin): 0.0 kJ/mol
Lowest unoccupied orbital energy (spin up / spin down): 0.096 / 0.096 Ha
2S+1: 1
Total charge: -1
HOMO-LUMO gap (spin up / spin down): 3.5 / 3.5 eV

Each line ends with the natural charge from an NBO analysis.
CARTESIAN COORDINATES (ANGSTROEM)
Pd 0.93 -0.10 -1.28  0.17
C -3.11 3.27 -1.70  -0.41
N -1.89 2.59 -2.03  -0.45
C -1.78 1.95 -3.34  -0.41
C -0.95 2.25 -1.10  0.60
O 0.21 1.84 -1.47  -0.68
C -1.19 2.71 0.33  -0.18
O -0.76 1.70 1.26  -0.49
C -0.99 2.22 2.58  -0.16
C -2.42 2.07 3.14  0.66
O -3.33 2.62 2.55  -0.64
N -2.47 1.41 4.31  -0.43
C -3.75 1.27 4.96  -0.42
C -1.42 0.39 4.72  -0.42
H -3.66 3.55 -2.59  0.21
H -2.86 4.19 -1.17  0.19
H -3.70 2.63 -1.02  0.20
H -2.03 2.66 -4.17  0.17
H -2.51 1.16 -3.35  0.19
H -0.80 1.50 -3.47  0.26
H -2.23 3.04 0.48  0.21
H -0.47 3.58 0.43  0.17
H -0.81 3.28 2.49  0.19
H -0.23 1.77 3.21  0.19
H -3.99 0.20 5.09  0.19
H -4.52 1.79 4.33  0.24
H -3.74 1.72 5.92  0.19
H -0.89 0.02 3.81  0.24
H -1.90 -0.39 5.28  0.21
H -0.63 0.85 5.32  0.19
C 3.09 2.70 -1.41  -0.67
C 3.63 1.33 -1.40  0.35
N 3.01 0.17 -1.08  -0.52
C 4.02 -0.83 -1.15  -0.07
C 5.16 -0.29 -1.66  -0.14
N 4.91 1.07 -1.79  -0.55
H 2.92 3.10 -2.43  0.22
H 3.79 3.39 -0.92  0.20
H 2.13 2.69 -0.85  0.28
H 3.86 -1.85 -0.84  0.23
H 6.16 -0.73 -1.88  0.21
H 5.53 1.79 -2.14  0.40
C 1.58 -3.44 2.90  -0.30
C 1.58 -4.36 1.82  -0.22
C 1.52 -3.96 0.50  -0.28
C 1.30 -2.60 0.27  0.17
C 1.41 -1.67 1.35  -0.22
C 1.52 -2.06 2.68  -0.25
N 1.16 -2.09 -1.02  -0.68
C 0.30 -2.68 -1.93  0.19
C 0.52 -2.17 -3.29  -0.25
C -0.43 -2.44 -4.25  -0.22
C -1.45 -3.38 -4.02  -0.33
C -1.56 -3.95 -2.76  -0.20
C -0.69 -3.62 -1.71  -0.31
H 1.56 -3.92 3.92  0.18
H 1.55 -5.43 2.14  0.19
H 1.60 -4.65 -0.35  0.22
H 1.14 -0.59 1.15  0.23
H 1.53 -1.40 3.54  0.19
H 1.48 -1.67 -3.52  0.22
H -0.40 -1.94 -5.25  0.19
H -2.16 -3.68 -4.78  0.19
H -2.42 -4.54 -2.56  0.18
H -0.95 -4.07 -0.77  0.20